Entry 1:
{
  "formula": "C36H35N6PTi",
  "method": "the ωB97M-V functional and the def2-TZVPD basis",
  "symbols": ["Ti", "C", "C", "C", "C", "C", "C", "C", "N", "N", "C", "C", "C", "C", "C", "C", "N", "C", "C", "C", "C", "C", "C", "N", "H", "H", "H", "H", "H", "H", "H", "H", "H", "H", "H", "H", "H", "H", "H", "H", "H", "H", "H", "H", "N", "P", "C", "C", "C", "C", "C", "C", "C", "C", "C", "C", "C", "C", "C", "C", "C", "C", "C", "N", "H", "H", "H", "H", "H", "H", "H", "H", "H", "H", "H", "H", "H", "H", "H"],
  "positions_angstrom": [[0.88801, -0.21683, -0.43822], [0.90350, 2.73136, 0.48388], [1.84456, 2.38458, 1.62734], [1.60045, 1.07692, 2.34656], [1.82142, 1.04359, 3.71812], [1.75581, -0.15101, 4.40978], [1.46898, -1.30216, 3.69460], [1.22011, -1.19407, 2.34456], [1.26195, -0.03246, 1.65781], [1.06596, 1.87911, -0.71372], [0.01150, 2.23174, -1.69135], [0.00149, 1.23614, -2.82043], [-0.38759, 1.59992, -4.09505], [-0.36217, 0.65460, -5.10868], [0.06953, -0.62489, -4.79941], [0.44114, -0.91238, -3.50154], [0.40895, -0.01200, -2.50328], [2.40805, 2.04126, -1.34336], [3.40614, 1.03165, -0.82647], [4.75229, 1.32557, -0.72165], [5.62661, 0.36105, -0.24512], [5.11107, -0.86727, 0.13651], [3.75757, -1.09295, -0.00356], [2.90200, -0.17952, -0.50323], [-0.12525, 2.62611, 0.82886], [1.05926, 3.77846, 0.20231], [2.88107, 2.39142, 1.27807], [1.77063, 3.18612, 2.36062], [2.06286, 1.96301, 4.23414], [1.93800, -0.18366, 5.47572], [1.42753, -2.26997, 4.17513], [0.98017, -2.08414, 1.78484], [-0.95443, 2.21366, -1.18112], [0.15851, 3.24578, -2.07739], [-0.70165, 2.61723, -4.29098], [-0.65788, 0.91513, -6.11595], [0.12494, -1.39578, -5.55500], [0.76534, -1.91059, -3.24926], [2.30517, 1.87741, -2.41624], [2.78288, 3.05942, -1.20729], [5.11422, 2.30463, -1.00876], [6.68468, 0.56864, -0.16153], [5.74917, -1.64158, 0.53835], [3.32980, -2.03904, 0.30053], [-1.44715, -1.95583, 0.65262], [-1.55056, -0.27626, 0.24686], [-3.18134, -0.21474, -0.57046], [-4.32243, -0.61669, 0.12887], [-5.56360, -0.56661, -0.48098], [-5.67880, -0.09675, -1.78574], [-4.55212, 0.30330, -2.48440], [-3.30223, 0.23925, -1.87983], [-1.97433, 0.50137, 1.84034], [-1.81960, -0.12320, 3.07175], [-2.15111, 0.55252, 4.24039], [-2.63364, 1.85072, 4.18480], [-2.79831, 2.47854, 2.95521], [-2.47234, 1.80552, 1.78906], [-0.59442, -2.79745, -0.02937], [-0.88556, -4.16125, -0.13341], [-0.00307, -4.99105, -0.78220], [1.15989, -4.45063, -1.33514], [1.37908, -3.10719, -1.19382], [0.53719, -2.26264, -0.54510], [-2.29936, -2.40653, 0.96108], [-4.24775, -0.94573, 1.16022], [-6.44428, -0.88207, 0.06265], [-6.65300, -0.04153, -2.25388], [-4.64406, 0.66168, -3.50157], [-2.41896, 0.53116, -2.43622], [-1.45566, -1.14125, 3.12360], [-2.04113, 0.05735, 5.19713], [-2.90087, 2.36900, 5.09614], [-3.19608, 3.48400, 2.90779], [-2.64217, 2.28443, 0.82877], [-1.80469, -4.54574, 0.28828], [-0.21132, -6.04933, -0.86729], [1.87355, -5.06713, -1.86275], [2.26782, -2.65347, -1.61252]],
  "atomic_forces_ev_per_a": [[-1.74, -0.04, 0.39], [0.06, -0.09, 0.15], [-0.12, -0.15, -0.14], [0.03, 0.04, -0.02], [-0.01, -0.01, 0.04], [0.00, 0.03, -0.06], [0.04, -0.02, 0.07], [0.07, 0.13, 0.10], [0.17, 0.08, 1.27], [0.30, 0.99, -0.44], [0.11, 0.02, -0.13], [0.15, 0.09, 0.00], [-0.03, 0.04, -0.06], [0.01, -0.01, 0.05], [-0.03, 0.02, -0.07], [-0.10, -0.04, 0.06], [-0.24, 0.41, -1.19], [0.09, 0.05, 0.08], [0.02, -0.02, -0.09], [0.05, 0.09, -0.03], [-0.03, -0.01, -0.01], [0.08, -0.01, 0.02], [-0.01, 0.09, -0.08], [2.22, 0.25, -0.09], [-0.06, 0.00, -0.04], [-0.01, 0.01, -0.02], [0.03, 0.03, 0.04], [0.02, 0.03, 0.01], [0.00, 0.00, -0.01], [-0.01, 0.00, -0.01], [-0.01, 0.00, -0.03], [-0.04, 0.00, -0.07], [0.01, 0.00, 0.07], [0.00, 0.01, -0.02], [0.02, -0.01, 0.01], [0.00, 0.00, 0.01], [0.00, -0.01, 0.02], [0.03, -0.01, 0.05], [-0.04, 0.04, -0.04], [0.01, 0.01, 0.00], [-0.03, 0.00, 0.02], [-0.01, 0.01, 0.00], [-0.03, -0.01, -0.01], [-0.03, -0.02, -0.01], [-0.05, -0.03, -0.09], [-0.75, -0.37, 0.35], [0.19, 0.14, -0.02], [-0.02, 0.05, -0.05], [0.03, -0.02, 0.02], [-0.03, -0.01, 0.01], [0.03, 0.01, -0.05], [0.04, -0.08, 0.00], [0.00, -0.06, -0.08], [0.01, 0.00, -0.01], [0.03, -0.01, 0.03], [-0.01, 0.01, 0.00], [0.03, 0.00, 0.00], [0.00, -0.02, 0.00], [0.10, 0.13, 0.02], [0.01, -0.14, -0.01], [-0.04, 0.08, 0.05], [0.08, -0.04, -0.07], [-0.04, -0.06, 0.05], [-0.48, -1.69, -0.06], [-0.01, -0.03, 0.04], [-0.01, 0.03, 0.01], [0.00, 0.02, -0.01], [0.02, -0.01, 0.00], [0.00, 0.00, 0.02], [-0.05, 0.01, 0.00], [0.00, 0.01, 0.01], [-0.01, 0.00, -0.02], [0.01, 0.00, -0.01], [0.00, -0.02, -0.01], [-0.02, 0.02, 0.02], [0.01, 0.01, 0.01], [-0.02, 0.01, -0.01], [-0.01, 0.02, 0.02], [0.02, 0.05, 0.00]],
  "multiplicity": 3,
  "charge": 2,
  "energy_ev": -79235.94179,
  "largest_force_ev_per_a": 2.23,
  "orbital_gap_ev": [6.3, 8.6],
  "lumo_ev": [-5.088, -5.268]
}

Entry 2:
{
  "formula": "C2H3F2N",
  "method": "the ωB97M-V functional and the def2-TZVPD basis",
  "symbols": ["C", "C", "N", "F", "F", "H", "H", "H"],
  "positions_angstrom": [[0.13190, -0.12173, -0.45222], [1.47860, 0.30229, 0.05584], [0.46787, 0.05385, 1.01812], [2.10801, 1.48002, -0.12843], [2.83325, -1.10615, -0.08579], [-0.31957, 0.82521, -0.83129], [0.26524, -1.14534, -0.95858], [0.71762, -0.91338, 1.34026]],
  "atomic_forces_ev_per_a": [[3.03, 0.45, -1.17], [0.82, -0.98, -0.48], [2.14, -1.66, -0.38], [-0.69, -2.33, 0.62], [-3.26, 3.27, 0.45], [-0.46, -1.55, -0.14], [-1.10, 1.75, 0.80], [-0.48, 1.04, 0.31]],
  "multiplicity": 1,
  "energy_ev": -9043.64211,
  "largest_force_ev_per_a": 4.64,
  "orbital_gap_ev": 10.9,
  "lumo_ev": -0.545
}

Entry 3:
{
  "formula": "C19H22N4O",
  "method": "the ωB97M-V functional and the def2-TZVPD basis",
  "symbols": ["C", "O", "C", "C", "C", "C", "N", "C", "C", "N", "C", "C", "N", "C", "C", "C", "C", "C", "C", "N", "C", "C", "C", "C", "H", "H", "H", "H", "H", "H", "H", "H", "H", "H", "H", "H", "H", "H", "H", "H", "H", "H", "H", "H", "H", "H"],
  "positions_angstrom": [[-2.99541, 2.95002, -6.22439], [-3.03746, 1.71435, -5.55833], [-2.52741, 1.64610, -4.28944], [-2.58796, 0.39688, -3.67122], [-2.10051, 0.21706, -2.39805], [-1.54227, 1.27916, -1.67664], [-1.01228, 1.04208, -0.40703], [-0.18022, 2.04741, 0.21464], [0.67718, 1.39211, 1.29736], [-0.18054, 0.75937, 2.28309], [0.54283, 0.27971, 3.45054], [1.48348, -0.84520, 3.16091], [2.65664, -0.71750, 2.61578], [3.14783, -1.99040, 2.46690], [4.35643, -2.43644, 1.94492], [4.58118, -3.79696, 1.92617], [3.63724, -4.70523, 2.40948], [2.42977, -4.28495, 2.93086], [2.19834, -2.92011, 2.95308], [1.14359, -2.15581, 3.38447], [-0.98440, -0.26337, 1.64108], [-1.85602, 0.39990, 0.57836], [-1.48708, 2.52107, -2.30410], [-1.96518, 2.70440, -3.59210], [-1.96678, 3.30281, -6.35657], [-3.44263, 2.77486, -7.20189], [-3.57463, 3.71441, -5.69491], [-3.01639, -0.42662, -4.22067], [-2.13584, -0.76826, -1.95894], [0.48137, 2.47989, -0.53696], [-0.78397, 2.84787, 0.67360], [1.27570, 2.15482, 1.79854], [1.36214, 0.66735, 0.83084], [-0.19516, -0.04012, 4.19347], [1.10992, 1.12135, 3.85436], [5.08390, -1.73374, 1.57200], [5.51076, -4.17635, 1.52811], [3.85838, -5.76168, 2.37380], [1.69956, -4.98799, 3.30401], [0.28948, -2.49168, 3.79657], [-1.62371, -0.73465, 2.39305], [-0.36330, -1.03906, 1.16044], [-2.49118, -0.34459, 0.10039], [-2.50193, 1.14395, 1.07497], [-1.07627, 3.37575, -1.78999], [-1.89716, 3.68801, -4.03052]],
  "atomic_forces_ev_per_a": [[0.01, 0.18, -0.09], [0.04, -0.28, 0.25], [0.02, 0.03, 0.05], [-0.07, 0.14, -0.12], [-0.06, 0.08, -0.03], [-0.07, 0.21, -0.38], [0.27, -0.11, 0.28], [0.23, -0.07, 0.09], [-0.04, 0.24, -0.24], [-0.05, -0.04, 0.08], [-0.13, 0.14, -0.04], [-0.03, -0.06, 0.07], [0.08, 0.63, 0.03], [-0.43, -0.64, 0.21], [-0.08, -0.02, 0.05], [0.19, 0.03, -0.09], [-0.10, -0.12, 0.05], [-0.08, -0.11, 0.05], [0.57, 0.11, -0.29], [-0.10, 0.05, 0.09], [-0.28, 0.12, -0.12], [-0.03, -0.25, 0.17], [0.04, -0.20, 0.37], [-0.18, -0.01, -0.47], [-0.04, 0.00, 0.02], [0.04, 0.07, 0.05], [0.04, -0.02, -0.01], [-0.04, -0.11, -0.06], [0.03, -0.10, 0.04], [-0.04, 0.03, 0.03], [0.04, 0.04, -0.07], [0.05, 0.00, -0.02], [-0.03, 0.12, 0.01], [0.07, 0.05, 0.03], [-0.02, -0.12, 0.06], [0.09, 0.09, -0.05], [0.07, -0.02, -0.03], [0.01, -0.08, 0.00], [-0.04, -0.10, 0.02], [0.06, 0.09, -0.03], [0.00, -0.03, 0.00], [-0.05, 0.01, 0.04], [0.02, 0.04, 0.03], [-0.03, -0.08, -0.03], [0.05, 0.05, 0.08], [-0.01, 0.06, -0.07]],
  "multiplicity": 1,
  "smiles": "COc1ccc(N2CCN(Cc3nc4ccccc4[nH]3)CC2)cc1",
  "energy_ev": -28068.00090,
  "largest_force_ev_per_a": 0.80,
  "orbital_gap_ev": 8.1,
  "lumo_ev": 0.671
}